[1]
Formula: C2H14NO3S2
Source: OMol25
Level of theory: ωB97M-V/def2-TZVPD

Element x y z (Å)
1 S 3.296 0.893 1.403
2 S 2.036 1.528 2.858
3 O -2.054 -0.821 -0.747
4 O -4.140 0.435 0.624
5 O 0.125 -2.917 -1.061
6 N 0.754 -0.418 -0.464
7 C 2.428 1.342 -0.145
8 C 0.959 1.016 -0.168
9 H -4.223 1.309 0.242
10 H 1.157 -0.654 -1.370
11 H 2.658 2.416 3.703
12 H -5.068 0.184 0.694
13 H 1.145 -0.998 0.277
14 H -0.649 -2.851 -1.626
15 H 2.960 0.650 -0.825
16 H 0.443 -3.793 -0.824
17 H -2.343 -1.468 -0.090
18 H 2.647 2.334 -0.553
19 H -2.861 -0.588 -1.228
20 H 0.568 1.454 0.778
21 H -0.230 -0.696 -0.625
22 H 0.392 1.645 -0.853

Cartesian forces (eV/Å) of the 3 atoms listed first:
S 0.2368 0.0427 -0.1765
S -0.8084 0.0820 1.1010
O 0.2327 -0.5051 -0.3322

Its total energy is -1161.202899 Eh. The frontier orbital gap comes out at 9.20 eV. Its charge is +1. As for the HOMO energy: -12.1 eV. As for the energy above the lowest of the compared OMol25 structures with the same formula, charge and spin: 67.5 kJ/mol.


[2]
Formula: C36H41ClCrGeN6O7P
Source: OMol25
Level of theory: ωB97M-V/def2-TZVPD

Element x y z (Å)
1 Ge -0.067 -0.081 1.837
2 Cr 0.492 -0.219 -1.034
3 Cl 6.277 1.567 -1.229
4 P -2.808 0.775 -1.165
5 O 0.419 -2.043 -0.388
6 O -3.987 0.327 -0.102
7 O -2.671 -0.667 -1.880
8 O 0.805 -4.081 0.408
9 O -3.746 1.646 -2.163
10 O 1.811 -2.442 -2.960
11 O -1.108 1.021 -3.545
12 N 2.966 -0.590 -1.028
13 N 0.606 2.882 -0.560
14 N 0.814 1.862 -1.406
15 N 0.359 -0.674 -3.167
16 N -1.872 -1.839 0.979
17 N 0.687 -2.276 -4.909
18 C 1.051 2.231 3.256
19 C -2.293 0.271 3.735
20 C 1.169 2.420 -2.555
21 C 1.987 -1.622 3.149
22 C -1.389 -3.182 0.642
23 C 0.858 4.065 -1.134
24 C 2.542 -2.649 3.900
25 C -4.967 1.254 0.348
26 C 1.726 -3.623 4.456
27 C 0.999 -1.813 -3.615
28 C -2.098 2.010 2.110
29 C -0.191 -2.545 3.486
30 C -0.548 -0.005 -3.952
31 C -3.333 0.961 4.349
32 C 3.367 -1.677 -0.365
33 C -0.210 -1.624 -5.698
34 C 3.512 2.378 1.986
35 C 0.064 -3.139 0.194
36 C 1.322 1.352 2.202
37 C 3.225 3.247 3.029
38 C -3.742 -1.259 -2.620
39 C 5.177 0.273 -0.870
40 C 4.668 -1.826 0.096
41 C 1.312 -3.507 -5.371
42 C 0.610 -1.550 2.928
43 C -3.279 2.918 -2.639
44 C -1.653 0.785 2.608
45 C 2.567 1.442 1.584
46 C 1.218 3.813 -2.439
47 C -0.828 -0.511 -5.286
48 C -3.129 2.710 2.720
49 C -3.749 2.186 3.848
50 C 5.594 -0.829 -0.149
51 C 1.993 3.169 3.666
52 C 0.355 -3.566 4.250
53 C 3.862 0.359 -1.292
54 H 4.471 2.423 1.482
55 H -3.449 3.663 2.316
56 H -3.505 -2.314 -2.731
57 H -1.462 -3.843 1.501
58 H 2.814 0.776 0.770
59 H 0.102 2.191 3.774
60 H -2.640 -1.874 1.641
61 H -1.969 -3.629 -0.172
62 H -2.324 2.812 -3.147
63 H -4.690 -1.151 -2.093
64 H 1.340 1.796 -3.417
65 H -1.966 -0.667 4.167
66 H 2.242 -3.645 -4.832
67 H 1.469 4.530 -3.201
68 H 3.614 -2.686 4.050
69 H 3.957 3.978 3.348
70 H 1.762 3.836 4.487
71 H -1.260 -2.541 3.321
72 H 2.618 -2.446 -0.214
73 H 3.523 1.229 -1.841
74 H 0.769 4.983 -0.575
75 H -3.194 3.625 -1.809
76 H 1.510 -3.433 -6.439
77 H -4.551 2.731 4.331
78 H -1.646 2.432 1.217
79 H -3.808 0.545 5.229
80 H 0.466 2.688 0.421
81 H 0.671 -4.371 -5.182
82 H -0.290 -4.326 4.673
83 H -4.570 2.270 0.416
84 H -3.806 -0.790 -3.601
85 H -5.821 1.263 -0.331
86 H -1.532 0.022 -5.906
87 H -2.254 -1.408 0.148
88 H -0.380 -2.063 -6.673
89 H 4.942 -2.718 0.643
90 H -5.285 0.941 1.341
91 H -4.031 3.282 -3.333
92 H 6.616 -0.900 0.200
93 H 2.156 -4.427 5.039
94 H 2.646 -0.869 2.731

Cartesian forces (eV/Å) of the 3 atoms listed first:
Ge -0.0225 0.0619 0.1980
Cr 0.1914 -0.1364 -0.6201
Cl -0.0100 -0.0036 -0.0019

Its spin multiplicity is 6. Its total energy is -6174.676831 Eh. The frontier orbital gap (spin up / spin down) comes out at 7.80 / 6.78 eV. Its charge is 0. As for the HOMO energy (spin up / spin down): -7.3 / -8.1 eV. As for the energy above the lowest of the compared OMol25 structures with the same formula, charge and spin: 159.9 kJ/mol.


[3]
Formula: C16H12AsN3O6S2Tc
Source: OMol25
Level of theory: ωB97M-V/def2-TZVPD

Element x y z (Å)
1 Tc -0.382 -0.010 0.061
2 As -1.826 0.811 2.647
3 S 3.856 0.252 -1.400
4 S -1.693 -2.274 0.347
5 O -2.453 2.293 2.527
6 O -0.281 0.752 1.687
7 O -0.460 -1.828 1.091
8 O -1.571 -1.236 -0.846
9 O -1.788 -3.625 -0.022
10 O -1.366 0.268 4.214
11 N -0.650 1.717 -0.967
12 N 0.143 3.415 -2.102
13 N 1.454 0.322 -0.692
14 C -1.708 2.626 -1.142
15 C -4.228 -2.464 1.053
16 C -3.076 -1.712 1.250
17 C -1.213 3.702 -1.867
18 C 2.550 -0.415 -0.597
19 C -5.425 -1.000 2.521
20 C -4.278 -0.239 2.714
21 C -3.078 -0.572 2.089
22 C -1.991 4.794 -2.225
23 C -5.405 -2.103 1.691
24 C -3.028 2.589 -0.722
25 C -3.300 4.756 -1.803
26 C 1.649 1.474 -1.446
27 C -3.809 3.672 -1.061
28 C 2.904 1.593 -1.906
29 C 0.421 2.249 -1.549
30 H 0.792 4.007 -2.601
31 H -4.196 -3.342 0.421
32 H -4.843 3.695 -0.747
33 H -6.338 -0.719 3.029
34 H -6.300 -2.690 1.537
35 H 3.328 2.379 -2.513
36 H -3.954 5.582 -2.048
37 H -1.191 1.024 4.798
38 H -3.429 1.760 -0.154
39 H 2.594 -1.346 -0.048
40 H -4.326 0.632 3.354
41 H -1.599 5.627 -2.796

Cartesian forces (eV/Å) of the 3 atoms listed first:
Tc 0.8161 1.4527 -0.8720
As -0.6112 0.4415 0.4414
S 0.1664 0.0616 -0.0771

Its spin multiplicity is 2. Its total energy is -4345.006200 Eh. The frontier orbital gap (spin up / spin down) comes out at 6.15 / 6.52 eV. Its charge is +2. As for the HOMO energy (spin up / spin down): -15.0 / -15.0 eV. As for the energy above the lowest of the compared OMol25 structures with the same formula, charge and spin: 96.2 kJ/mol.


[4]
Formula: C8H16N5O
Source: OMol25
Level of theory: ωB97M-V/def2-TZVPD

Element x y z (Å)
1 O -2.097 2.775 2.039
2 N 0.686 0.708 1.154
3 N 0.211 3.942 1.940
4 N 0.880 -0.857 -0.586
5 N -0.201 3.076 1.046
6 N -1.358 2.483 1.185
7 C 0.483 -1.376 -1.871
8 C 1.810 -1.700 0.145
9 C -2.795 0.580 0.669
10 C 0.349 0.205 0.010
11 C 1.494 -3.071 -0.476
12 C -1.588 1.450 0.334
13 C -0.670 1.081 -0.834
14 C 1.171 -2.760 -1.959
15 H 0.650 -0.724 -2.817
16 H -0.561 -1.592 -2.125
17 H 1.069 4.462 1.756
18 H 0.585 -3.554 -0.075
19 H 1.464 -1.792 1.173
20 H 0.342 -3.371 -2.330
21 H 2.821 -1.316 0.299
22 H -2.416 0.105 1.609
23 H 2.296 -3.728 -0.297
24 H -1.084 0.412 -1.605
25 H -0.323 4.190 2.808
26 H 0.029 1.852 -1.191
27 H -3.074 -0.250 -0.059
28 H -3.623 1.319 1.047
29 H 2.031 -2.824 -2.674
30 H 1.420 0.276 1.686

Cartesian forces (eV/Å) of the 3 atoms listed first:
O -4.5333 1.6126 5.7451
N -0.7510 -0.1905 -0.4413
N -2.3084 -1.2948 -0.0976

As for the structure (SMILES): [H]/N=C(/C/C(C)=[N+](/[O-])N=[NH2+])N1CCCC1. Its total energy is -662.992796 Eh. The frontier orbital gap (spin up / spin down) comes out at 6.80 / 6.80 eV. Its charge is +1. As for the HOMO energy (spin up / spin down): -12.3 / -12.3 eV. As for the energy above the lowest of the compared OMol25 structures with the same formula, charge and spin: 542.1 kJ/mol.


[5]
Formula: C7H8N2S
Source: OMol25
Level of theory: ωB97M-V/def2-TZVPD

Element x y z (Å)
1 S -1.133 -3.903 -2.514
2 N 0.045 -1.594 -3.282
3 N -1.228 -0.232 -1.010
4 C -2.430 0.023 -0.763
5 C 0.355 1.011 0.355
6 C 0.410 -1.315 0.403
7 C 1.517 -0.887 1.248
8 C 1.541 0.480 1.171
9 C -0.330 -2.636 -2.853
10 C -0.230 -0.241 -0.045
11 H -2.960 -0.083 -1.716
12 H -0.646 1.316 0.914
13 H 0.203 -2.366 0.160
14 H 0.502 1.739 -0.417
15 H 2.176 1.032 1.772
16 H 2.114 -1.600 1.758
17 H -2.879 0.281 0.252
18 H 0.236 -0.656 -3.094

Cartesian forces (eV/Å) of the 3 atoms listed first:
S -0.5233 -2.0172 0.7309
N 0.4776 -1.7784 -0.4490
N 0.4718 -0.1736 0.3720

As for the structure (SMILES): C=NC1=CC=CC1.N=C=S. Its total energy is -779.118245 Eh. The frontier orbital gap comes out at 8.86 eV. Its charge is 0. As for the HOMO energy: -8.0 eV. As for the energy above the lowest of the compared OMol25 structures with the same formula, charge and spin: 314.0 kJ/mol.


[6]
Formula: C18H20ClFN2O
Source: OMol25
Level of theory: ωB97M-V/def2-TZVPD

Element x y z (Å)
1 Cl 4.452 -0.510 -4.730
2 F -0.456 5.404 4.074
3 O -3.266 0.286 1.749
4 N 0.298 -0.720 -1.806
5 N -0.121 -1.190 1.022
6 C -0.719 -2.042 0.014
7 C -1.625 2.027 3.583
8 C 2.956 -2.726 -4.374
9 C 1.878 -3.392 -3.819
10 C -0.805 4.256 3.459
11 C -1.907 0.606 1.530
12 C -1.272 3.201 4.221
13 C 1.182 -1.411 -2.611
14 C -1.051 2.982 1.464
15 C 1.021 -0.459 0.522
16 C -0.927 -1.333 -1.335
17 C 0.782 0.238 -0.832
18 C -0.688 4.164 2.085
19 C 3.127 -1.392 -4.044
20 C -0.970 -0.565 1.991
21 C -1.519 1.902 2.201
22 C 1.008 -2.758 -2.954
23 C 2.266 -0.735 -3.191
24 H -1.309 -2.029 -2.082
25 H 3.641 -3.222 -5.042
26 H -1.671 -2.421 0.386
27 H 2.429 0.313 -3.000
28 H -1.836 0.725 0.446
29 H -1.353 3.305 5.292
30 H -1.982 1.196 4.177
31 H 0.034 1.030 -0.728
32 H 1.714 0.689 -1.162
33 H 0.198 -3.333 -2.536
34 H 1.838 -1.181 0.382
35 H -3.447 0.315 2.695
36 H -1.669 -0.535 -1.224
37 H -1.618 -1.347 2.400
38 H -0.039 -2.889 -0.139
39 H -0.325 -0.205 2.799
40 H 1.718 -4.433 -4.058
41 H -0.323 5.007 1.519
42 H 1.330 0.274 1.268
43 H -0.973 2.907 0.389

Cartesian forces (eV/Å) of the 3 atoms listed first:
Cl 0.1404 0.0931 -0.0803
F -0.0252 -0.0764 -0.0372
O -0.4453 -0.1037 0.0966

As for the structure (SMILES): O[C@H](CN1CCN(c2cccc(Cl)c2)CC1)c1ccc(F)cc1. Its total energy is -1442.693436 Eh. The frontier orbital gap comes out at 8.20 eV. Its charge is 0. As for the HOMO energy: -7.6 eV. As for the energy above the lowest of the compared OMol25 structures with the same formula, charge and spin: 132.4 kJ/mol.


[7]
Formula: C12H27BCl2FN
Source: OMol25
Level of theory: ωB97M-V/def2-TZVPD

Element x y z (Å)
1 Cl -1.978 -3.778 -2.923
2 Cl -3.906 -1.097 -1.206
3 F -1.258 -0.259 -4.588
4 N 2.679 1.093 -2.862
5 C 1.617 1.663 5.118
6 C 0.759 0.565 4.497
7 C 0.548 -1.900 -4.048
8 C -1.933 1.117 1.965
9 C -1.431 -1.990 -0.554
10 C -2.087 -1.997 -3.049
11 C -2.177 -1.296 -1.675
12 C 1.544 -1.086 -3.188
13 C 0.546 1.677 2.183
14 C 0.936 0.435 2.986
15 C -0.892 2.150 2.387
16 C 1.531 0.401 -3.482
17 B -0.922 -1.385 -3.930
18 H 1.371 -1.293 -2.130
19 H -1.799 -0.282 -1.793
20 H 1.228 2.498 2.425
21 H -0.454 -2.318 -0.902
22 H 1.356 2.648 4.730
23 H -1.281 -1.304 0.277
24 H 0.608 0.878 -3.153
25 H 1.603 0.520 -4.564
26 H 2.357 1.874 -2.314
27 H -1.862 0.204 2.559
28 H -0.293 0.742 4.739
29 H 3.201 0.467 -2.266
30 H -1.808 0.848 0.914
31 H -1.041 3.062 1.804
32 H 1.485 1.692 6.200
33 H 0.357 -0.425 2.634
34 H 0.848 -1.766 -5.092
35 H -1.055 2.427 3.431
36 H 2.676 1.490 4.915
37 H 1.983 0.198 2.771
38 H 2.549 -1.452 -3.409
39 H 1.018 -0.392 4.959
40 H -1.999 -2.836 -0.185
41 H 0.702 1.464 1.120
42 H -2.942 1.510 2.089
43 H 0.645 -2.959 -3.828
44 H -3.025 -1.806 -3.563

Cartesian forces (eV/Å) of the 3 atoms listed first:
Cl -0.0088 -0.0649 0.0129
Cl 0.0226 0.0534 0.0810
F 0.0102 -0.2942 0.2210

As for the structure (SMILES): C[C@H](Cl)[C@H](Cl)B(F)CCCN.CCCCCC. Its total energy is -1573.351757 Eh. The frontier orbital gap comes out at 9.94 eV. Its charge is 0. As for the HOMO energy: -9.4 eV.


[8]
Formula: C6H20BrO4
Source: OMol25
Level of theory: ωB97M-V/def2-TZVPD

Element x y z (Å)
1 Br -0.079 1.829 0.770
2 O 1.988 2.331 3.415
3 O 1.541 0.131 -1.622
4 O -2.733 0.170 -0.430
5 O -0.792 -1.489 1.642
6 C 0.527 -0.206 -2.551
7 C 1.228 -0.469 -3.870
8 C 2.393 1.179 4.112
9 C -0.383 -1.366 2.985
10 C -0.271 -1.413 -2.083
11 C -3.151 0.905 -1.542
12 H -0.738 -1.216 -1.117
13 H -2.048 0.704 0.012
14 H -3.726 0.240 -2.193
15 H 0.517 -0.624 -4.682
16 H 2.683 1.481 5.120
17 H -0.877 -2.168 3.535
18 H 1.877 0.373 -4.121
19 H 1.864 -1.353 -3.766
20 H 1.122 0.625 -0.894
21 H 0.700 -1.470 3.093
22 H 0.404 -2.264 -1.979
23 H -3.792 1.754 -1.266
24 H -1.073 -1.645 -2.788
25 H -0.152 0.648 -2.670
26 H 1.591 0.440 4.194
27 H 3.262 0.690 3.646
28 H -0.701 -0.411 3.421
29 H -2.309 1.294 -2.134
30 H -0.390 -0.752 1.156
31 H 1.518 2.052 2.605

Cartesian forces (eV/Å) of the 3 atoms listed first:
Br 0.0192 -0.1489 -0.0170
O -0.0358 -0.1021 -0.1692
O 0.0023 0.0310 0.0770

Its total energy is -3115.652091 Eh. The frontier orbital gap comes out at 9.02 eV. Its charge is -1. As for the HOMO energy: -5.5 eV. As for the energy above the lowest of the compared OMol25 structures with the same formula, charge and spin: 7.0 kJ/mol.